The following is a DFT calculation (ωB97M-V/def2-TZVPD) of a 3-piece molecular cluster, C4H13NOS overall.

Each line ends with the Löwdin charge.
Geometry (Å):
C: 0.60720 0.22018 1.11514  -0.279
N: 0.02479 0.74972 -0.12835  0.051
C: -1.12616 0.05192 -0.71271  -0.305
C: -1.20491 -1.41814 -0.41770  -0.599
S: 0.31409 -2.26336 -0.79637  0.748
C: 2.00710 -0.32626 0.91665  -0.093
H: 0.60655 1.07180 1.80166  0.117
H: -0.06424 -0.51175 1.57083  0.112
H: 0.92473 0.04112 -3.20802  0.045
H: -1.06614 0.20166 -1.79181  0.094
H: -2.02639 0.57818 -0.37191  0.116
H: -1.48654 -1.57544 0.62639  0.066
H: -2.02275 -1.82508 -1.02634  0.088
H: 0.89981 -0.58289 -2.80634  -0.025
H: 2.64616 0.42323 0.44202  0.085
H: 2.46306 -0.60896 1.86868  0.083
H: 1.92964 -1.20960 0.25474  -0.027
H: -0.37960 1.69096 0.17875  0.056
H: -1.67440 3.09765 1.27512  -0.047
O: -1.37202 2.19505 1.20958  -0.286

**DFT total energy**: -688.11367 Eh
**Molar mass**: 123.221 g mol⁻¹
**HOMO**: -8.4 eV
**Orbital gap**: 4.260 eV
**Energy relative to the best compared isomer or geometry (same formula, charge and spin)**: 172.6 kcal per mole
**Lowest unoccupied orbital energy**: -4.1 eV
**Multiplicity**: 1

***

The following is a DFT calculation (ωB97M-V/def2-TZVPD) of a 2-piece molecular cluster, C3H10NO2 overall.

Each line ends with the Löwdin charge.
Geometry (Å):
C: 0.44201 0.40516 -0.50370  -0.297
O: 0.33853 1.21995 0.52464  -0.033
C: 0.03522 -1.02073 0.22234  -0.306
C: -0.24150 -2.16224 -0.75910  -0.063
N: 1.10707 -1.50239 1.11542  0.076
H: 1.49397 0.31565 -0.93722  0.142
H: -0.24774 0.74420 -1.37261  0.126
H: -0.90496 -0.72344 0.76945  0.155
H: -0.50216 -1.88697 -1.78037  0.081
H: 0.56120 -2.72796 -0.98010  0.030
H: -0.94457 -2.90962 -0.47043  0.074
H: 2.04945 -1.53255 0.90849  0.059
H: 1.05287 -1.13664 1.98311  0.029
H: -0.73254 2.74401 0.11419  -0.004
H: -1.56742 1.89948 -0.62547  -0.009
O: -1.51627 2.82972 -0.42143  -0.060

**DFT total energy**: -325.41000 Eh
**Molar mass**: 92.118 g mol⁻¹
**Expectation value of S²**: 0.76
**HOMO (alpha / beta)**: -9.7 / -9.9 eV
**Orbital gap (alpha / beta)**: 10.614 / 7.850 eV
**Energy relative to the best compared isomer or geometry (same formula, charge and spin)**: 22.1 kcal per mole
**Lowest unoccupied orbital energy (alpha / beta)**: 0.9 / -2.0 eV
**Multiplicity**: 2

***

The following is a DFT calculation (ωB97M-V/def2-TZVPD) of C45H46AsMoN7O3 as an isolated structure.

Each line ends with the Löwdin charge.
Geometry (Å):
Mo: -0.56654 -1.33837 -0.72355  1.583
C: 0.55495 7.72677 -3.24820  -0.057
O: 0.15244 6.80719 -2.23553  -0.067
C: -1.04176 6.20024 -2.38534  -0.279
C: -1.44701 5.39199 -1.31636  0.011
C: -2.64669 4.71713 -1.36417  -0.026
C: -3.47203 4.84818 -2.48499  -0.271
C: -3.09098 5.69551 -3.51283  -0.017
C: -1.86864 6.35459 -3.49177  0.002
N: -4.79549 4.29523 -2.67797  0.083
N: -5.21135 3.21414 -2.23546  0.083
C: -4.39313 2.16509 -1.67335  -0.207
C: -4.88519 1.58228 -0.53659  0.009
C: -4.22573 0.51428 0.11868  0.030
C: -3.07845 0.01054 -0.41798  -0.326
O: -2.30984 -0.94877 0.16373  -0.296
C: -2.63787 0.50099 -1.66993  -0.172
N: -1.54858 -0.14837 -2.19081  -0.033
C: -1.10282 0.19297 -3.38907  -0.080
C: -1.71963 1.19883 -4.13962  -0.005
C: -2.78545 1.88216 -3.61190  0.054
C: -3.26811 1.57075 -2.31964  -0.083
H: 1.49200 8.15419 -2.90781  0.097
H: -0.18427 8.52031 -3.36849  0.101
H: 0.70961 7.21593 -4.20073  0.097
H: -0.79821 5.33440 -0.45248  0.115
H: -2.96242 4.12635 -0.51542  0.100
H: -3.76914 5.83239 -4.34610  0.122
H: -1.58787 6.98584 -4.32135  0.110
H: -5.79637 1.98781 -0.11493  0.129
H: -4.61785 0.11927 1.04711  0.128
H: -0.26122 -0.36843 -3.77388  0.116
H: -1.34775 1.42288 -5.12887  0.122
H: -3.26702 2.65280 -4.19796  0.127
C: 6.47231 1.26597 -0.86531  -0.028
C: 5.26827 0.51576 -0.37246  -0.237
C: 5.07522 0.25913 0.97053  0.006
C: 3.97339 -0.44482 1.46209  -0.258
C: 3.92755 -0.60413 2.96163  -0.045
C: 3.03438 -0.91941 0.54125  -0.269
As: 1.32987 -1.74345 0.97379  1.333
N: 0.27052 -0.22392 0.57098  -0.366
C: 0.14649 0.96531 1.33203  -0.327
C: -0.76042 1.94469 0.94099  -0.009
C: -0.93263 3.07304 1.72894  -0.057
C: -0.18470 3.24589 2.88497  -0.053
C: 0.74532 2.28253 3.25269  -0.049
C: 0.90781 1.14277 2.48390  -0.047
C: 1.14200 -2.42300 2.76218  -0.320
C: 0.12575 -2.08712 3.65682  -0.257
C: -1.03763 -1.17156 3.37257  -0.041
C: 0.15690 -2.68525 4.91804  0.001
C: 1.10775 -3.62150 5.28220  -0.239
C: 1.12853 -4.22508 6.65714  -0.030
C: 2.03975 -4.01476 4.32152  0.003
C: 2.07154 -3.44449 3.06365  -0.305
C: 3.08049 -3.94852 2.06274  -0.057
C: 3.21546 -0.68768 -0.83843  -0.276
C: 2.29599 -1.22937 -1.89701  -0.092
C: 4.31644 0.02998 -1.26621  0.003
H: 6.90883 1.87783 -0.07796  0.085
H: 6.21723 1.91190 -1.70503  0.086
H: 7.23963 0.56901 -1.20848  0.096
H: 5.80212 0.62537 1.68824  0.133
H: 3.91658 0.37941 3.43594  0.096
H: 4.83261 -1.10829 3.30425  0.103
H: 3.07698 -1.16228 3.33416  0.045
H: -1.32376 1.83215 0.02570  0.095
H: -1.65693 3.82430 1.44021  0.099
H: -0.32190 4.12965 3.49353  0.116
H: 1.33754 2.41144 4.14941  0.118
H: 1.61206 0.38547 2.79525  0.077
H: -1.17256 -0.93430 2.32160  0.028
H: -0.94390 -0.22891 3.91424  0.095
H: -1.95191 -1.65266 3.72477  0.093
H: -0.61356 -2.40994 5.63077  0.129
H: 0.24278 -3.95269 7.22779  0.082
H: 2.00445 -3.88102 7.21021  0.095
H: 1.18572 -5.31269 6.60472  0.090
H: 2.75724 -4.79177 4.56150  0.130
H: 3.62589 -4.79615 2.47162  0.091
H: 3.81614 -3.19250 1.78698  0.070
H: 2.60048 -4.29365 1.14121  0.077
H: 2.26328 -2.31732 -1.91265  0.081
H: 2.57734 -0.87925 -2.88807  0.098
H: 1.25488 -0.86911 -1.76390  -0.013
H: 4.44821 0.20622 -2.32797  0.126
C: -0.65323 -4.97897 -4.14816  0.038
N: -1.36697 -4.68011 -2.89530  -0.018
C: -2.32726 -5.51047 -2.38229  0.010
C: -2.97685 -5.24157 -1.23191  0.040
C: -2.64294 -4.03441 -0.54306  -0.319
N: -1.71704 -3.23226 -1.07823  0.057
C: -1.08148 -3.54199 -2.21831  -0.492
O: -0.20813 -2.71188 -2.58433  -0.080
N: -3.20823 -3.67331 0.59614  0.227
H: -0.72306 -6.04640 -4.33247  0.104
H: 0.38714 -4.69104 -4.03702  0.101
H: -1.09807 -4.42679 -4.97298  0.111
H: -2.53280 -6.39720 -2.96605  0.150
H: -3.73540 -5.91065 -0.85542  0.130
H: -3.93902 -4.23153 1.00329  0.137
H: -3.05002 -2.72975 0.93038  0.099

**DFT total energy**: -4654.91111 Eh
**Molar mass**: 903.771 g mol⁻¹
**Total charge**: +2
**Expectation value of S²**: 2.04
**HOMO (alpha / beta)**: -11.9 / -11.9 eV
**Orbital gap (alpha / beta)**: 6.153 / 5.642 eV
**Energy relative to the best compared isomer or geometry (same formula, charge and spin)**: 14.3 kcal per mole
**Lowest unoccupied orbital energy (alpha / beta)**: -5.7 / -6.3 eV
**Multiplicity**: 3

***

The following is a DFT calculation (ωB97M-V/def2-TZVPD) of C36H55CrN2O2SSb as an isolated structure.

Each line ends with the Löwdin charge.
Geometry (Å):
Cr: 0.51582 1.18765 -0.28046  0.560
C: 3.34357 0.17368 -0.73271  -0.185
C: 3.80930 1.43222 -0.04736  -0.161
N: 2.67683 1.99539 0.68458  -0.096
C: 2.77559 3.42063 0.95879  -0.232
C: 2.43051 4.22538 -0.27606  -0.377
S: 1.16889 3.40168 -1.28314  1.012
C: 2.09314 2.84308 -2.73801  -0.374
C: 2.66307 1.40673 -2.73535  -0.214
N: 2.22452 0.52605 -1.62204  -0.123
H: 2.95991 -0.51413 0.01760  0.083
H: 4.16137 -0.31099 -1.27078  0.137
H: 4.16019 2.16866 -0.77427  0.120
H: 4.65580 1.19909 0.59822  0.140
H: 2.57218 1.49382 1.54784  0.096
H: 3.76549 3.71990 1.31203  0.134
H: 2.06987 3.64858 1.75267  0.117
H: 3.28714 4.41607 -0.92155  0.083
H: 2.01483 5.18920 0.00787  0.087
H: 2.88124 3.57543 -2.89953  0.086
H: 1.37775 2.95834 -3.54792  0.075
H: 3.75007 1.45112 -2.73896  0.118
H: 2.38660 0.93811 -3.67423  0.121
H: 1.86408 -0.33404 -2.01921  0.073
C: -1.28113 3.79013 2.54880  0.021
C: -0.46690 2.57281 2.22975  -0.354
O: -0.40553 2.25482 1.02791  -0.153
C: 0.19331 1.81572 3.23641  -0.099
C: 0.14345 2.22520 4.59482  -0.021
C: 0.81432 1.54596 5.56690  -0.075
C: 1.58579 0.42430 5.19628  -0.045
C: 1.64960 -0.00802 3.89701  -0.010
C: 0.92537 0.64582 2.86105  -0.371
O: 0.98461 0.17924 1.65817  -0.262
H: -1.64660 4.23008 1.62441  0.094
H: -0.68340 4.52495 3.09130  0.098
H: -2.13083 3.52155 3.18000  0.107
H: -0.43846 3.09985 4.86541  0.114
H: 0.76211 1.86370 6.60118  0.108
H: 2.14455 -0.10930 5.95742  0.115
H: 2.24575 -0.87190 3.62747  0.100
C: 2.13070 -2.70456 1.73588  -0.124
C: 1.33978 -3.24806 0.54743  -0.653
C: 0.65821 -4.54924 0.96612  -0.100
C: 2.29219 -3.51065 -0.62053  -0.113
Sb: -0.15335 -1.73095 -0.08437  1.719
C: -0.93267 -2.60982 -1.95719  -0.663
C: -2.26544 -1.92176 -2.27162  -0.101
C: 0.09011 -2.25695 -3.04480  -0.120
C: -1.13026 -4.12775 -1.92646  -0.106
C: -1.78226 -1.98873 1.37568  -0.655
C: -1.20793 -2.04273 2.78990  -0.094
C: -2.61629 -3.23809 1.10323  -0.100
C: -2.63823 -0.73174 1.22497  -0.114
H: 2.85797 -3.46767 2.05062  0.100
H: 1.48830 -2.47975 2.58755  0.053
H: 2.67812 -1.79654 1.49001  0.052
H: 1.43869 -5.27691 1.23329  0.099
H: 0.05714 -4.99150 0.17342  0.058
H: 0.02624 -4.41935 1.84481  0.059
H: 3.09465 -4.18034 -0.27959  0.097
H: 2.76812 -2.59595 -0.98586  0.059
H: 1.79911 -4.00081 -1.45994  0.060
H: -2.20421 -0.83390 -2.19328  0.046
H: -3.07256 -2.26785 -1.62066  0.069
H: -2.55648 -2.16116 -3.30474  0.099
H: 0.11383 -1.18421 -3.22415  0.037
H: -0.20332 -2.73731 -3.98888  0.100
H: 1.09922 -2.60451 -2.80894  0.055
H: -1.76744 -4.45457 -1.10224  0.061
H: -0.18549 -4.67151 -1.87140  0.063
H: -1.62096 -4.43494 -2.86104  0.095
H: -0.65245 -2.96055 2.98317  0.065
H: -2.04195 -2.01224 3.50514  0.100
H: -0.56014 -1.19365 3.00430  0.053
H: -2.03241 -4.15805 1.16758  0.065
H: -3.10632 -3.20508 0.13069  0.058
H: -3.40846 -3.29815 1.86319  0.097
H: -2.06183 0.16608 1.47189  0.060
H: -3.49284 -0.78421 1.91591  0.101
H: -3.03564 -0.61189 0.21372  0.070
C: -5.09464 2.32970 -1.61549  -0.069
C: -4.30175 2.40704 -0.45206  -0.064
C: -2.97012 2.10129 -0.49338  -0.051
C: -2.31674 1.70080 -1.69130  -0.161
C: -0.91016 1.34529 -1.78744  -0.196
C: -0.43419 1.06977 -3.05066  -0.194
C: -1.22839 1.08059 -4.22012  -0.068
C: -2.55410 1.35201 -4.12642  -0.029
C: -3.12591 1.66842 -2.86684  -0.167
C: -4.50984 1.96977 -2.79228  -0.031
H: -6.15325 2.55844 -1.57320  0.108
H: -4.75066 2.71387 0.48592  0.107
H: -2.39565 2.16732 0.41097  0.071
H: 0.59825 0.79762 -3.19576  0.041
H: -0.77466 0.84817 -5.17724  0.114
H: -3.19061 1.33462 -5.00651  0.120
H: -5.09483 1.91627 -3.70331  0.115

**DFT total energy**: -3347.41100 Eh
**Molar mass**: 753.671 g mol⁻¹
**Total charge**: +1
**Expectation value of S²**: 0.78
**HOMO (alpha / beta)**: -10.0 / -10.0 eV
**Orbital gap (alpha / beta)**: 6.910 / 7.144 eV
**Lowest unoccupied orbital energy (alpha / beta)**: -3.1 / -2.8 eV
**Multiplicity**: 2